(1)
# C29H34N2O5PZn

A structure of composition C29H34N2O5PZn (ωB97M-V/def2-TZVPD, the Open Molecules 2025 dataset).

Structure (ORCA input):
```
! RIJCOSX wB97M-V def2-TZVPD def2/J DEFGRID3
* xyz -1 1
Zn -0.156 -0.172 0.186
O -2.661 -1.065 5.629
C -2.104 -0.744 4.431
C -0.810 -0.234 4.339
C -0.318 0.044 3.084
N -1.065 -0.156 2.007
C -2.310 -0.616 2.077
C -2.878 -0.934 3.290
C -3.004 -0.735 0.710
O -4.207 -0.984 0.710
O -2.219 -0.519 -0.276
C 1.095 0.567 2.785
O 1.785 0.888 3.754
O 1.369 0.597 1.540
H -2.017 -0.895 6.323
H -0.187 -0.058 5.209
H -3.891 -1.308 3.347
C 1.785 3.477 -0.935
C 0.957 2.906 -2.098
C 1.566 3.222 -3.485
P 0.555 1.149 -1.729
C -0.622 0.587 -3.040
C -0.071 0.466 -4.458
C -1.898 1.432 -2.985
C 2.053 0.142 -1.939
C 3.271 0.613 -2.433
C 4.396 -0.190 -2.553
C 5.709 0.366 -3.053
C 4.268 -1.522 -2.159
C 3.091 -2.012 -1.626
C 1.953 -1.193 -1.460
N 0.796 -1.624 -0.842
C 0.556 -3.016 -0.757
C 0.266 -3.755 -1.923
C 0.259 -3.091 -3.276
C -0.040 -5.107 -1.828
C -0.083 -5.775 -0.608
C -0.482 -7.229 -0.527
C 0.232 -5.047 0.525
C 0.567 -3.693 0.473
C 0.998 -3.016 1.750
H 1.931 4.554 -1.066
H 2.768 3.003 -0.877
H 1.291 3.307 0.023
H -0.029 3.370 -2.047
H 2.501 3.778 -3.371
H 0.887 3.844 -4.073
H 1.784 2.335 -4.073
H -0.883 -0.407 -2.672
H 0.003 1.444 -4.940
H -0.747 -0.148 -5.063
H 0.916 -0.007 -4.475
H -1.710 2.467 -3.295
H -2.330 1.424 -1.982
H -2.645 1.015 -3.668
H 3.357 1.646 -2.748
H 5.551 1.223 -3.712
H 6.271 -0.387 -3.610
H 6.344 0.701 -2.226
H 5.122 -2.187 -2.250
H 3.034 -3.042 -1.292
H -0.250 -2.125 -3.233
H -0.247 -3.723 -4.008
H 1.275 -2.897 -3.633
H -0.276 -5.652 -2.741
H -0.077 -7.798 -1.367
H -1.570 -7.341 -0.549
H -0.122 -7.684 0.398
H 0.244 -5.547 1.493
H 1.678 -3.666 2.304
H 0.144 -2.811 2.404
H 1.518 -2.080 1.551
*
```

Calculated values
LUMO level: 2.55 eV
highest occupied orbital energy: -4.3 eV
HOMO-LUMO gap: 6.84 eV
total energy: -3732.1063 a.u.
strongest force on any atom: 0.00957 Eh/bohr

Taken from the Löwdin analysis, the atomic charges in e are: number 1, Zn, carries 0.6249; number 2, O, carries 0.0633; number 3, C, carries -0.2830; number 4, C, carries 0.0588; number 5, C, carries -0.1721; number 6, N, carries 0.0765; number 7, C, carries -0.1512; number 8, C, carries 0.0720; number 9, C, carries -0.5994; number 10, O, carries 0.0212; number 11, O, carries -0.0891; number 12, C, carries -0.6181; number 13, O, carries 0.0109; number 14, O, carries -0.0920; number 15, H, carries 0.1030; number 16, H, carries 0.1254; number 17, H, carries 0.1298; number 18, C, carries -0.1209; number 19, C, carries -0.5196; number 20, C, carries -0.1123; number 21, P, carries 1.0842; number 22, C, carries -0.5409; number 23, C, carries -0.1160; number 24, C, carries -0.1169; number 25, C, carries -0.2787; number 26, C, carries -0.0623; number 27, C, carries -0.2949; number 28, C, carries -0.0691; number 29, C, carries -0.0553; number 30, C, carries -0.0187; number 31, C, carries -0.3131; number 32, N, carries -0.0323; number 33, C, carries -0.2191; number 34, C, carries -0.1931; number 35, C, carries -0.0296; number 36, C, carries -0.0249; number 37, C, carries -0.2873; number 38, C, carries -0.0672; number 39, C, carries -0.0265; number 40, C, carries -0.1933; number 41, C, carries -0.0334; number 42, H, carries 0.0736; number 43, H, carries 0.0728; number 44, H, carries 0.0697; number 45, H, carries 0.0876; number 46, H, carries 0.0718; number 47, H, carries 0.0725; number 48, H, carries 0.0448; number 49, H, carries 0.0665; number 50, H, carries 0.0616; number 51, H, carries 0.0778; number 52, H, carries 0.0708; number 53, H, carries 0.0649; number 54, H, carries 0.0635; number 55, H, carries 0.0813; number 56, H, carries 0.0855; number 57, H, carries 0.0675; number 58, H, carries 0.0670; number 59, H, carries 0.0737; number 60, H, carries 0.1058; number 61, H, carries 0.1142; number 62, H, carries 0.0552; number 63, H, carries 0.0741; number 64, H, carries 0.0818; number 65, H, carries 0.1100; number 66, H, carries 0.0689; number 67, H, carries 0.0759; number 68, H, carries 0.0674; number 69, H, carries 0.1138; number 70, H, carries 0.0801; number 71, H, carries 0.0774; number 72, H, carries 0.0628

(2)
# C4H9N2O2

A cluster of 2 separate species, C4H9N2O2 in total in a non-equilibrium geometry (ωB97M-V/def2-TZVPD, the Open Molecules 2025 dataset).

Structure (ORCA input):
```
! RIJCOSX wB97M-V def2-TZVPD def2/J DEFGRID3
* xyz -1 1
O -1.489 -2.127 -0.822
C -0.478 -1.409 -0.585
N 0.719 -1.836 -0.218
C 2.316 0.596 1.681
O 2.474 1.662 1.103
C -0.524 0.100 -0.851
C -0.748 0.840 0.437
N -1.463 0.459 -1.919
H 0.634 -2.839 -0.062
H 2.267 0.693 2.775
H 2.253 -0.251 0.979
H 0.475 0.406 -1.141
H -0.833 1.934 0.335
H -1.633 0.635 1.039
H 0.124 0.700 1.071
H -1.792 -0.419 -2.311
H -2.302 0.857 -1.510
*
```

Calculated values
LUMO level: 3.81 eV
highest occupied orbital energy: -3.6 eV
HOMO-LUMO gap: 7.41 eV
ΔE to the lowest compared entry with this formula, charge and spin: 195.8 kJ/mol
total energy: -417.8080 a.u.
strongest force on any atom: 0.05505 Eh/bohr

Taken from the natural (NBO) analysis, the atomic charges in e are: number 1, O, carries -0.8063; number 2, C, carries 0.5773; number 3, N, carries -0.9549; number 4, C, carries 0.2077; number 5, O, carries -0.5494; number 6, C, carries -0.1499; number 7, C, carries -0.5934; number 8, N, carries -0.8453; number 9, H, carries 0.3136; number 10, H, carries 0.1106; number 11, H, carries 0.2132; number 12, H, carries 0.1872; number 13, H, carries 0.1856; number 14, H, carries 0.1891; number 15, H, carries 0.2063; number 16, H, carries 0.3756; number 17, H, carries 0.3331